Record 1
This record from the OMol25 dataset describes a molecular structure, C31H57BaN4O2P2 at a distorted geometry. The level of theory is the ωB97M-V functional and the def2-TZVPD basis.

Summary:
Charge: +1
Energy relative to the best compared isomer or geometry (same formula, charge and spin): 0.0 kJ/mol
LUMO level: -2.67 eV
Frontier orbital gap: 5.1760 eV
Molar mass: 717.10 g mol⁻¹
F_max: 3.74 eV/Å

Geometry (Å):
C -1.1954 2.1115 1.5126
C -2.4797 0.1430 1.6142
C -2.0655 2.7834 2.3885
C -3.3263 0.7560 2.5757
C -3.1349 2.0638 2.9668
H -1.8571 3.8040 2.6433
H -4.1161 0.1460 3.0066
H -3.7610 2.5397 3.7174
N -1.3822 0.8389 1.1353
P 1.6690 2.0217 0.8699
P -2.1022 -2.0341 -0.2254
C 0.0359 2.9074 0.9663
H -0.2158 3.2490 -0.0576
H 0.1799 3.7922 1.6072
C 2.5861 -2.4661 -2.0483
O 3.2114 -2.9243 -2.8946
C -2.7557 -1.2175 1.1752
H -3.4098 -1.7867 1.8335
C -3.0772 -1.5915 -1.7871
C -1.6774 -3.9244 0.0077
C 2.9195 2.6607 -0.4852
C 2.3291 1.8273 2.6280
C -2.1573 -1.7313 -3.0199
H -1.8512 -2.7657 -3.2144
H -2.6862 -1.3585 -3.9099
H -1.2462 -1.1279 -2.9104
C -4.2780 -2.5367 -1.8677
H -3.9858 -3.5765 -2.0679
H -4.8686 -2.5281 -0.9435
H -4.9362 -2.2187 -2.6894
C -3.5161 -0.1228 -1.6870
H -4.0255 0.1678 -2.6192
H -4.1994 0.0444 -0.8469
H -2.6522 0.5438 -1.5588
C -1.2309 -4.5555 -1.3258
H -0.3560 -4.0387 -1.7515
H -0.9210 -5.5941 -1.1273
H -2.0185 -4.5794 -2.0877
C -0.4970 -4.0852 0.9816
H 0.4614 -3.7541 0.5436
H -0.6521 -3.5862 1.9470
H -0.3681 -5.1605 1.1796
C -2.9142 -4.5988 0.5913
H -3.7947 -4.5065 -0.0540
H -2.6930 -5.6682 0.7246
H -3.1676 -4.1781 1.5721
C 3.4936 0.8144 2.6204
H 3.9038 0.7508 3.6394
H 3.1502 -0.1927 2.3490
H 4.3063 1.0936 1.9366
C 1.2156 1.2804 3.5416
H 0.3895 1.9922 3.6602
H 0.8179 0.3153 3.1939
H 1.6512 1.0970 4.5358
C 2.8028 3.1889 3.1324
H 2.9284 3.1208 4.2228
H 3.7671 3.4793 2.7004
H 2.0810 3.9858 2.9177
C 2.1652 3.6482 -1.3748
H 1.8159 4.5348 -0.8297
H 2.8363 3.9774 -2.1834
H 1.2952 3.1713 -1.8422
C 3.3419 1.4397 -1.3366
H 2.4969 0.9889 -1.8747
H 4.0535 1.7820 -2.0992
H 3.8476 0.6577 -0.7503
C 4.1677 3.3148 0.1069
H 3.9419 4.1981 0.7137
H 4.7702 2.6276 0.7140
H 4.8033 3.6381 -0.7332
Ba 0.6416 -0.7582 0.0224
N 0.0812 0.7899 -1.9797
C -0.4022 1.4633 -2.8063
C -0.8013 2.1950 -4.0584
C -2.3281 2.2903 -4.1387
C -0.2117 3.6109 -4.0411
C -0.2419 1.4070 -5.2484
H -2.7862 1.2938 -4.1962
H -2.7335 2.7990 -3.2532
H -2.6160 2.8605 -5.0329
H 0.8851 3.5805 -4.0490
H -0.5470 4.1613 -4.9300
H -0.5388 4.1611 -3.1479
H -0.4710 1.9193 -6.1925
H 0.8493 1.3006 -5.1616
H -0.6710 0.3953 -5.2809
C 1.4229 -2.7944 5.0919
N 2.3307 -3.1891 4.0322
C 2.2346 -2.7216 2.7794
N 3.1601 -3.1839 1.8724
O 1.3652 -1.8841 2.3747
H 0.6632 -2.1032 4.7186
H 1.9635 -2.3316 5.9191
H 0.9374 -3.6677 5.5298
H 3.0633 -3.8772 4.2209
H 3.0448 -2.9111 0.9103
H 3.8425 -3.8945 2.0762

Löwdin population analysis, charges in e, atoms 1 to 5:
1. C -0.37
2. C -0.37
3. C -0.07
4. C -0.05
5. C -0.06

***

Record 2
This record from the OMol25 dataset describes a molecular structure, C10H12N4O4Ti at a distorted geometry. The level of theory is the ωB97M-V functional and the def2-TZVPD basis.

Summary:
⟨S²⟩: 2.01
Charge: +2
Spin multiplicity: 3
Energy relative to the best compared isomer or geometry (same formula, charge and spin): 0.0 kJ/mol
LUMO level (spin up / spin down): -10.40 / -10.05 eV
Frontier orbital gap (spin up / spin down): 5.6030 / 5.9670 eV
Molar mass: 300.10 g mol⁻¹
F_max: 9.94 eV/Å

Geometry (Å):
O 0.2040 -2.5946 -3.2584
C 0.3905 -1.4715 -2.8856
Ti 1.0866 0.2063 -1.9433
O -4.1618 0.4341 -5.1016
C -3.1399 0.2714 -4.6143
C 2.8995 0.3531 -3.0086
O 3.6583 0.4367 -3.8620
C 0.2548 1.9920 -2.6046
O 0.0127 3.1035 -2.7729
C -0.0719 1.3626 0.5308
N 0.1290 0.0374 -0.1216
C -1.0480 -0.7904 0.1706
N -1.2677 -0.9925 1.6423
C -1.4478 0.3507 2.2380
N -0.2721 1.2176 2.0257
C 0.9219 0.5658 2.5719
N 1.1724 -0.7871 2.0134
C 1.3847 -0.5948 0.5262
C -0.0434 -1.6412 2.1484
H -0.9770 1.8081 0.1301
H 0.8033 1.9843 0.3863
H -0.9586 -1.7956 -0.2874
H -1.9395 -0.2711 -0.2436
H -1.5985 0.2441 3.3200
H -2.3237 0.8275 1.7666
H 1.7952 1.2006 2.3096
H 0.8091 0.4771 3.6659
H 1.5599 -1.5821 0.1165
H 2.2159 0.1009 0.4137
H -0.1663 -1.9061 3.1996
H 0.1185 -2.5468 1.5283

natural (NBO) population analysis, charges in e, atoms 1 to 5:
1. O -0.27
2. C 0.45
3. Ti 1.05
4. O -0.44
5. C 0.44

***

Record 3
This record from the OMol25 dataset describes a single C4H8O molecule at a distorted geometry. The level of theory is the ωB97M-V functional and the def2-TZVPD basis.

Summary:
Energy relative to the best compared isomer or geometry (same formula, charge and spin): 157.5 kJ/mol
LUMO level: 1.15 eV
Frontier orbital gap: 9.8139 eV
Molar mass: 72.11 g mol⁻¹
F_max: 1.02 eV/Å
SMILES: C=COCC

Geometry (Å):
C -0.7381 1.7762 -0.0475
C -0.1201 1.2884 -1.1145
O 0.4148 0.0442 -1.0653
C -0.2238 -0.8797 -0.1156
C 0.8701 -1.3701 0.8029
H -1.4386 2.5879 -0.0774
H -0.5220 1.2895 0.8958
H 0.0091 1.8260 -2.0603
H -0.6527 -1.6252 -0.7819
H -1.0679 -0.5084 0.4963
H 1.2035 -0.5544 1.4572
H 1.7065 -1.6679 0.1721
H 0.5591 -2.2064 1.4381

natural (NBO) population analysis, charges in e, atoms 1 to 5:
1. C -0.55
2. C 0.16
3. O -0.52
4. C -0.08
5. C -0.63

***

Record 4
This record from the OMol25 dataset describes a single C3H9N5 molecule at a distorted geometry. The level of theory is the ωB97M-V functional and the def2-TZVPD basis.

Summary:
Energy relative to the best compared isomer or geometry (same formula, charge and spin): 471.0 kJ/mol
LUMO level (spin up / spin down): -0.11 / -0.27 eV
Frontier orbital gap (spin up / spin down): 7.9020 / 7.6554 eV
Molar mass: 115.14 g mol⁻¹
F_max: 3.06 eV/Å

Geometry (Å):
C 0.0057 0.2153 -1.6560
N 1.1165 -0.9677 -0.0834
C -1.1996 -0.2602 0.5118
C 0.0929 0.1205 -0.2120
N 2.3081 -0.6211 0.5733
N -1.9861 0.8116 0.7914
N -1.4320 -1.5068 0.6687
N 0.4342 1.4837 -0.0928
H 0.6866 -1.8153 0.2864
H 2.1985 0.2907 1.0187
H 3.0753 -0.5870 -0.0927
H -2.7607 0.7041 1.4252
H -1.5127 1.7066 0.7265
H -2.3246 -1.6965 1.1196
H 1.3126 1.7201 -0.5488
H 0.9018 0.3733 -2.2402
H -0.9165 0.0286 -2.1957

natural (NBO) population analysis, charges in e, atoms 1 to 5:
1. C -0.07
2. N -0.49
3. C 0.45
4. C 0.04
5. N -0.66